DFT (wB97M-V/def2-TZVPD) results for a cluster of 15 separate species, C31H57BCl30FN4O4 in total at a distorted geometry.

CARTESIAN COORDINATES (ANGSTROEM)
Cl (4.738886, -2.775772, 1.919266)
Cl (2.671317, -0.356721, -4.270791)
H (-5.970243, 2.085042, 5.019566)
F (-1.273906, -2.682486, 4.429526)
Cl (4.077664, 1.193234, -1.563087)
Cl (11.504601, 2.236325, -0.313800)
Cl (-0.045561, 1.384041, -7.283113)
H (-7.017124, 4.293284, 9.084289)
Cl (-4.367737, -1.330970, -5.095582)
H (-4.766419, 0.955529, 3.337222)
H (-4.230762, -4.036992, 3.984571)
C (4.776176, -5.023949, -4.243572)
H (-7.686576, -3.620435, -7.491093)
C (-4.657617, -1.646537, 1.199852)
H (1.783314, -2.529591, -0.319596)
H (6.299902, -3.895888, -0.816450)
Cl (6.107509, -1.618530, -1.353499)
H (0.110391, -4.695993, 0.645923)
Cl (-3.907615, -5.348100, 7.761753)
H (0.475507, 0.628887, 3.186176)
H (-8.077249, 4.305943, 7.654670)
H (7.245047, -3.460430, -2.255280)
Cl (-6.603225, -1.549879, -7.717817)
O (-0.703560, 0.570234, 4.897346)
Cl (-2.974519, -3.780883, 10.057843)
H (-3.542377, 0.968078, 4.590451)
H (1.623552, -4.761373, 0.123966)
Cl (4.823426, 3.356979, -3.379874)
Cl (-7.121066, 2.196393, 8.039745)
C (-5.690051, -1.923886, -4.081963)
C (-2.233370, -3.412736, 3.748632)
H (4.393399, -4.352811, 3.613428)
Cl (0.407410, 0.401959, -2.605991)
Cl (8.153639, 3.797267, -3.488695)
C (6.962181, -3.159810, -1.257674)
C (-5.000052, 2.525716, 4.813527)
C (-2.185424, -1.658687, 1.827489)
C (-4.234939, 1.290825, -7.038195)
C (-7.131998, 3.964507, 8.058669)
H (-1.416869, -3.702378, 1.808038)
H (-4.119659, 0.216518, -2.021744)
H (0.625527, 0.584326, -4.942541)
C (5.235130, 1.751696, -2.767195)
H (1.241234, -2.743964, 1.328434)
C (-4.128081, 1.607517, 3.929930)
H (-3.150585, -3.581827, 1.852686)
C (8.038933, 5.478108, -4.013439)
H (4.808108, 8.822151, -0.791499)
H (-6.621598, -1.548714, -4.486049)
O (-2.291067, -0.741111, 2.883185)
N (-5.552888, -0.640687, -0.815799)
H (-1.947629, -4.463791, 3.869350)
H (-5.151187, 3.471448, 4.291495)
C (-3.038230, -3.900106, 8.293665)
Cl (6.908172, 7.837245, -1.131403)
H (-0.372934, 2.113259, 3.539055)
H (-4.460040, 2.746025, 5.725818)
H (-8.690692, -2.421723, -8.345138)
N (-2.618198, 1.602406, 1.979828)
H (4.485759, 2.935996, 1.025928)
C (-8.019143, -2.589677, -7.512101)
Cl (9.249560, 0.587069, -1.210813)
Cl (3.916577, -4.845634, -2.713188)
H (-0.139185, -1.490229, 2.134713)
H (-2.025710, -3.945077, 7.911870)
H (10.220523, 2.447043, -2.269110)
Cl (9.297000, 5.896309, -5.186575)
H (1.647526, 1.752730, -4.077112)
H (3.978848, 4.639363, 0.937218)
H (-4.888338, -2.162128, 2.120029)
Cl (5.675133, 4.304133, 2.530815)
C (0.939542, -2.855406, 0.287463)
C (-3.338349, -1.313955, 0.883904)
Cl (5.860567, 4.198659, -0.396000)
H (-6.699936, -1.606005, 0.602546)
Cl (-5.826901, 4.662115, 7.096025)
H (8.145232, 6.116305, -3.146413)
N (0.740226, -4.288561, -0.037354)
Cl (-8.906387, -2.251962, -6.021455)
H (5.236672, 1.053135, -3.596170)
C (-0.315251, -2.005553, 0.014914)
H (-2.188393, -0.350662, -0.660850)
H (-0.073719, -1.291649, -0.767736)
H (-2.483166, 2.978818, 3.631190)
C (1.257090, 2.470744, -7.781894)
C (-3.212247, 2.412011, 3.028711)
H (4.082585, -4.841491, -5.055140)
H (-1.071772, -2.689389, -0.366890)
H (-5.544348, -1.570297, -3.066679)
Cl (6.117287, -3.874271, -4.389557)
C (-4.279262, -0.334741, -1.099709)
C (-5.690757, -1.310311, 0.336802)
Cl (8.423710, -3.037944, -0.262524)
H (6.216826, 1.801676, -2.306768)
O (-0.858741, 0.109381, 1.206136)
Cl (-4.021700, 3.048115, -7.062498)
Cl (-3.016774, 0.485916, -6.050071)
Cl (-5.761900, -3.693910, -4.067438)
N (0.352248, -0.146155, 5.358333)
Cl (2.323579, -3.233129, 3.485937)
H (-5.212066, 1.067655, -6.627403)
H (5.009107, 7.322163, 0.149661)
H (-4.012771, -2.281537, 4.260355)
C (-0.478956, 1.027339, 3.525900)
H (0.826287, 3.289722, -8.344770)
H (-3.550094, -3.028094, 7.905734)
C (4.083616, -3.324633, 3.469407)
H (11.279031, 1.016242, -2.308786)
C (-0.794206, -1.288237, 1.272914)
Cl (2.132717, 3.137800, -6.395591)
O (0.376693, -0.198772, 6.540813)
C (10.604880, 1.608519, -1.702149)
C (5.168710, 7.801198, -0.809323)
Cl (4.268297, 6.910221, -2.039257)
H (-3.841247, 3.172465, 2.550577)
H (-2.204636, 2.187782, 1.267665)
H (-4.154840, 0.922522, -8.053660)
H (-3.477221, -3.511825, 5.461833)
C (-3.586408, -3.268547, 4.408846)
C (-3.167417, -0.647911, -0.332396)
C (-2.238304, -3.139542, 2.245473)
H (7.069401, 5.624199, -4.475543)
H (4.464464, -2.699600, 4.268032)
C (4.823704, 3.965408, 1.015804)
H (5.178461, -6.027698, -4.303677)
C (1.285206, 0.733997, -4.098987)
H (1.955962, 1.914521, -8.394792)
B (-1.642857, 0.525080, 2.450319)

Atoms 1-2, force components in eV/Å:
Cl 0.138 0.083 -0.052
Cl 0.104 -0.097 -0.276

maximum force: 3.10 eV Å⁻¹
total energy: -15665.84563 a.u.
total charge: -1

Mulliken atomic charge list, values in e, 4 entries: -0.077 -0.170 0.352 -0.327


DFT (wB97M-V/def2-TZVPD) results for a cluster of 2 separate species, C4H14NO in total at a distorted geometry.

CARTESIAN COORDINATES (ANGSTROEM)
C (-0.318983, 0.249649, -1.109023)
H (-2.391457, -0.061254, -1.322862)
H (2.252875, 0.232762, 0.722077)
H (-0.899082, -1.945818, 2.869277)
C (1.980573, -0.500979, -0.025602)
H (2.329875, -1.492257, 0.242325)
H (-0.171908, -0.259255, -2.058142)
H (0.375535, 2.143871, -0.292719)
N (0.444927, -0.545807, -0.091530)
C (0.386816, 1.624303, -1.248701)
H (0.108884, -1.486184, 0.101127)
H (2.405957, -0.279278, -0.994442)
H (-0.059292, 2.176221, -2.071123)
H (-1.129312, -0.448053, 3.020023)
O (-0.667597, -1.109656, 2.493183)
H (0.305753, -0.153296, 0.833557)
C (-1.761732, 0.515103, -0.647212)
H (1.416221, 1.470861, -1.579645)
H (-2.058477, 1.551805, -0.577991)
H (-1.930094, 0.064656, 0.335775)

Atoms 1-2, force components in eV/Å:
C 0.816 2.102 -0.011
H -0.481 0.410 0.038

maximum force: 2.26 eV Å⁻¹
total energy: -290.54454 a.u.
total charge: +1

Mulliken atomic charge list, values in e, 4 entries: 0.359 0.320 0.344 0.297


Question: Which of these has the lowest total charge?
Answer: C31H57BCl30FN4O4


Question: total energy of number 2 (C4H14NO)?
Answer: -290.54454 a.u.